The following is a quantum chemistry calculation of a structure of composition C2HBr2Cl3, from the OMol25 dataset.

Structure (XYZ):
```
8
Properties=species:S:1:pos:R:3:mulliken_charge:R:1
C 0.28 -0.72 -0.35 -0.4697
C -0.06 0.64 0.22 0.2428
Cl 0.76 1.97 -0.67 -0.0988
Cl 0.54 0.84 1.88 -0.0908
Cl -1.82 1.09 0.31 -0.0822
Br -0.63 -2.14 0.84 -0.0381
Br -0.33 -0.83 -2.08 0.0647
H 1.26 -0.85 -0.17 0.4721
```

Calculated values
gap between HOMO and LUMO	10.19	eV
relative energy (zero: lowest compared OMol25 entry of this formula, charge and spin)	0.474	eV
multiplicity	1
calculated total energy	-179741.748	eV